Record 1
A structure of composition C5H9NS at a distorted geometry. Source: OMol25; level of theory: the ωB97M-V functional and the def2-TZVPD basis.

Last column: natural (NBO) charge in e.
Positions of all 16 atoms, in Å:
C -0.24 1.02 2.03  -0.252
C -0.49 -0.26 2.02  -0.350
C -0.06 -1.15 0.98  0.020
C 0.95 -0.87 -1.76  -0.451
C -0.44 0.93 -0.94  -0.432
N 0.48 -0.16 -0.60  -0.518
S -0.17 -2.67 0.67  0.159
H -0.62 1.79 2.73  0.208
H 0.05 1.56 1.13  0.213
H -0.78 -0.83 2.92  0.232
H 0.16 -0.91 -2.58  0.186
H 1.97 -0.37 -1.93  0.212
H 1.17 -1.88 -1.32  0.215
H -0.32 1.92 -0.44  0.175
H -0.14 1.23 -2.00  0.201
H -1.54 0.64 -0.91  0.180

ΔE to the lowest compared entry with this formula, charge and spin (kcal/mol): 103.2
Kohn-Sham gap (eV): 7.03

Record 2
The molecule C5H9NS at a distorted geometry. Source: OMol25; level of theory: the ωB97M-V functional and the def2-TZVPD basis.

Last column: natural (NBO) charge in e.
Positions of all 16 atoms, in Å:
C 1.35 0.44 1.69  -0.373
C 1.05 -0.49 0.81  -0.179
C 0.98 -0.23 -0.66  -0.469
C -0.47 -0.14 -1.10  -0.167
S -0.67 0.28 -2.87  -0.024
N -1.19 0.99 -0.30  -0.399
C -2.34 0.77 0.13  -0.041
H 1.36 0.24 2.75  0.197
H 1.60 1.44 1.38  0.195
H 0.78 -1.49 1.12  0.193
H 1.46 -1.04 -1.22  0.218
H 1.48 0.71 -0.91  0.226
H -1.00 -1.08 -0.93  0.186
H -0.33 -0.93 -3.31  0.117
H -2.82 1.59 0.65  0.175
H -2.90 -0.16 0.02  0.143

ΔE to the lowest compared entry with this formula, charge and spin (kcal/mol): 36.9
SMILES: C=CC[C@H](S)N=C
Kohn-Sham gap (eV): 10.04

Record 3
A cluster of 2 separate species, C5H9NS in total at a distorted geometry. Source: OMol25; level of theory: the ωB97M-V functional and the def2-TZVPD basis.

Last column: natural (NBO) charge in e.
Positions of all 16 atoms, in Å:
C -1.00 -1.39 -1.59  0.030
C -0.06 -0.43 1.40  -0.475
C 0.55 -0.25 0.08  -0.126
C -0.03 0.96 0.52  -0.285
C 0.72 2.10 1.22  -0.621
N -0.29 -2.25 -2.38  -0.813
S -2.48 -0.84 -1.39  -0.018
H -0.99 -0.92 1.37  0.229
H 0.62 -0.46 2.33  0.216
H 1.41 -0.68 -0.40  0.203
H -0.99 1.34 0.21  0.240
H 0.83 3.08 0.56  0.216
H 1.77 1.93 1.75  0.217
H 0.00 2.32 2.13  0.218
H 0.68 -2.02 -2.56  0.397
H -0.74 -2.48 -3.24  0.376

ΔE to the lowest compared entry with this formula, charge and spin (kcal/mol): 117.5
Kohn-Sham gap (spin up / spin down) (eV): 7.63 / 7.86

Record 4
The molecule C5H9NS at a distorted geometry. Source: OMol25; level of theory: the ωB97M-V functional and the def2-TZVPD basis.

Last column: natural (NBO) charge in e.
Positions of all 16 atoms, in Å:
C -1.68 -1.85 -1.33  -0.407
N -1.12 -0.61 -0.87  -0.616
C 0.02 -0.76 0.01  -0.133
C 1.41 -0.90 -0.59  -0.410
C 1.92 0.13 0.43  -0.478
C 0.47 0.61 0.58  -0.026
S -0.36 1.93 1.01  0.062
H -2.74 -1.67 -1.57  0.203
H -1.24 -2.21 -2.25  0.191
H -1.62 -2.67 -0.52  0.158
H -1.83 -0.11 -0.39  0.371
H -0.09 -1.52 0.83  0.189
H 1.49 -0.54 -1.65  0.222
H 1.91 -1.85 -0.55  0.210
H 2.68 0.92 0.17  0.233
H 2.19 -0.38 1.34  0.232

ΔE to the lowest compared entry with this formula, charge and spin (kcal/mol): 37.4
SMILES: CN[C@H]1CCC1=S
Kohn-Sham gap (eV): 8.57

Record 5
The molecule C5H9NS at a distorted geometry. Source: OMol25; level of theory: the ωB97M-V functional and the def2-TZVPD basis.

Last column: natural (NBO) charge in e.
Positions of all 16 atoms, in Å:
C -1.54 1.71 0.31  -0.638
C -1.36 0.45 -0.60  -0.006
N -2.17 -0.77 -0.29  -0.628
C -1.05 -1.40 0.46  -0.200
C -0.08 -0.41 -0.32  -0.324
C 1.14 0.01 0.47  -0.246
S 2.66 0.08 -0.13  0.063
H -0.78 2.45 0.07  0.219
H -2.56 2.09 0.16  0.215
H -1.41 1.53 1.36  0.201
H -1.46 0.79 -1.64  0.191
H -3.02 -0.72 0.25  0.360
H -0.92 -2.46 0.24  0.197
H -1.05 -1.18 1.53  0.170
H 0.18 -0.82 -1.29  0.231
H 0.94 0.23 1.56  0.193

ΔE to the lowest compared entry with this formula, charge and spin (kcal/mol): 41.0
SMILES: C[C@@H]1NC[C@@H]1C=S
Kohn-Sham gap (eV): 8.43

Record 6
The molecule C5H9NS at a distorted geometry. Source: OMol25; level of theory: the ωB97M-V functional and the def2-TZVPD basis.

Last column: Mulliken spin population.
Positions of all 16 atoms, in Å:
C 0.17 -1.20 -0.13  -0.122
C 1.53 -1.22 0.24  0.617
C -0.70 -0.18 0.01  0.350
C -2.12 -0.31 -0.45  -0.014
C -0.32 1.08 0.69  0.025
N 2.16 1.16 -0.69  0.670
S 2.73 -0.07 0.11  0.397
H -0.21 -2.15 -0.49  0.002
H 1.95 -2.16 0.57  0.022
H -2.21 -1.03 -1.27  0.007
H -2.51 0.65 -0.78  0.009
H -2.75 -0.66 0.37  0.033
H 0.10 0.86 1.67  0.013
H -1.16 1.76 0.81  0.001
H 0.48 1.58 0.11  0.016
H 2.86 1.89 -0.77  -0.027

⟨S²⟩: 2.0312
ΔE to the lowest compared entry with this formula, charge and spin (kcal/mol): 0.0
Spin multiplicity: 3
Kohn-Sham gap (spin up / spin down) (eV): 6.95 / 7.70

Record 7
The molecule C5H9NSe at a distorted geometry. Source: OMol25; level of theory: the ωB97M-V functional and the def2-TZVPD basis.

Last column: natural (NBO) charge in e.
Positions of all 16 atoms, in Å:
Se 2.89 -0.13 -0.12  0.050
C 1.31 0.40 0.93  -0.206
C 0.33 -1.12 0.78  -0.402
C -0.59 -0.94 -0.51  -0.429
C -1.21 0.42 -0.49  -0.489
C -0.21 1.59 -0.42  0.128
N 0.85 1.55 0.25  -0.451
H 3.87 0.81 0.36  0.080
H 1.40 0.69 2.00  0.227
H -0.14 -1.40 1.75  0.209
H 1.00 -1.87 0.67  0.200
H -1.31 -1.70 -0.23  0.225
H 0.01 -1.08 -1.48  0.221
H -1.92 0.50 0.39  0.225
H -2.03 0.55 -1.34  0.223
H -0.32 2.57 -0.96  0.190

ΔE to the lowest compared entry with this formula, charge and spin (kcal/mol): 42.0
SMILES: [SeH][C@@H]1CCCC=N1
Kohn-Sham gap (eV): 9.45

What did the first record say?
A structure of composition C5H9NS at a distorted geometry. Source: OMol25; level of theory: the ωB97M-V functional and the def2-TZVPD basis.

Last column: natural (NBO) charge in e.
Positions of all 16 atoms, in Å:
C -0.24 1.02 2.03  -0.252
C -0.49 -0.26 2.02  -0.350
C -0.06 -1.15 0.98  0.020
C 0.95 -0.87 -1.76  -0.451
C -0.44 0.93 -0.94  -0.432
N 0.48 -0.16 -0.60  -0.518
S -0.17 -2.67 0.67  0.159
H -0.62 1.79 2.73  0.208
H 0.05 1.56 1.13  0.213
H -0.78 -0.83 2.92  0.232
H 0.16 -0.91 -2.58  0.186
H 1.97 -0.37 -1.93  0.212
H 1.17 -1.88 -1.32  0.215
H -0.32 1.92 -0.44  0.175
H -0.14 1.23 -2.00  0.201
H -1.54 0.64 -0.91  0.180

ΔE to the lowest compared entry with this formula, charge and spin (kcal/mol): 103.2
Kohn-Sham gap (eV): 7.03

> Among the records above, which one has the highest ΔE to the lowest compared entry with this formula, charge and spin?

number 3

> Look up the ΔE to the lowest compared entry with this formula, charge and spin of the third one.

117.5 kcal/mol

> Among the records above, which one has the highest ΔE to the lowest compared entry with this formula, charge and spin?

number 3